The following is a quantum chemistry calculation of a structure of composition C4H72FeO37, from OMol25.

2S+1   5
Gap between HOMO and LUMO (alpha / beta)   0.313 / 0.297 Ha
Energy   -115467.722 eV
Charge   0
HOMO level (alpha / beta)   -9.29 / -8.87 eV
<S²>   6.01

```
114
C4H72FeO37 ωB97M-V with the def2-TZVPD basis set
Fe 32.000 -11.350 -4.135
C 34.703 -13.770 -6.360
C 34.365 -12.346 -6.010
O 35.206 -11.473 -6.060
O 33.181 -12.084 -5.608
H 35.177 -14.354 -5.571
H 35.421 -13.769 -7.180
H 33.772 -14.275 -6.616
C 30.988 -10.747 -7.660
C 30.018 -11.265 -6.521
O 30.298 -10.705 -5.439
O 28.952 -11.869 -6.762
H 30.427 -10.779 -8.594
H 31.798 -11.453 -7.846
H 31.322 -9.710 -7.640
O 27.177 -8.530 -4.702
H 27.405 -9.348 -4.260
H 26.530 -8.784 -5.359
O 28.975 -14.979 -2.806
H 28.454 -15.740 -2.552
H 28.821 -14.885 -3.746
O 31.393 -15.264 -8.519
H 30.614 -15.421 -7.985
H 31.219 -14.431 -8.957
O 27.178 -9.821 -7.380
H 27.855 -10.400 -7.030
H 26.463 -10.408 -7.625
O 34.175 -5.910 -8.707
H 33.514 -6.127 -9.364
H 34.664 -6.724 -8.581
O 32.661 -13.339 -11.313
H 32.869 -12.426 -11.116
H 33.462 -13.818 -11.104
O 25.646 -8.881 -10.978
H 26.484 -9.035 -10.543
H 25.484 -7.944 -10.862
O 28.290 -14.041 -5.308
H 27.335 -14.095 -5.335
H 28.501 -13.256 -5.814
O 33.425 -12.065 -2.767
H 33.413 -12.121 -1.811
H 34.287 -12.401 -3.016
O 33.313 -10.545 -10.917
H 32.519 -10.094 -10.632
H 33.931 -10.421 -10.196
O 27.126 -7.207 -7.867
H 27.194 -8.087 -7.498
H 27.920 -7.105 -8.393
O 24.968 -10.764 -8.743
H 25.060 -10.274 -9.560
H 24.943 -11.682 -9.015
O 30.969 -10.444 -2.511
H 30.797 -10.606 -1.583
H 30.604 -9.574 -2.674
O 29.822 -16.734 -6.520
H 29.400 -17.308 -7.159
H 29.104 -16.227 -6.141
O 32.601 -9.767 -13.835
H 33.450 -9.330 -13.902
H 32.661 -10.287 -13.034
O 33.001 -6.187 -5.433
H 33.030 -6.470 -4.519
H 33.536 -6.828 -5.900
O 33.144 -7.017 -10.991
H 33.428 -6.483 -11.732
H 32.346 -7.448 -11.297
O 35.031 -11.235 -8.915
H 35.021 -12.188 -9.011
H 35.285 -11.089 -8.004
O 33.079 -9.497 -4.126
H 33.218 -8.754 -3.539
H 33.764 -9.412 -4.788
O 29.846 -7.848 -3.569
H 28.914 -7.781 -3.362
H 29.878 -7.877 -4.526
O 30.299 -6.630 -6.329
H 31.229 -6.619 -6.102
H 30.160 -5.816 -6.813
O 31.810 -15.466 -4.368
H 32.449 -16.160 -4.528
H 31.004 -15.783 -4.775
O 30.414 -4.845 -8.351
H 29.682 -4.518 -8.874
H 31.123 -4.223 -8.516
O 30.863 -13.099 -3.537
H 30.160 -13.266 -2.909
H 31.102 -13.966 -3.865
O 34.547 -8.662 -6.835
H 34.383 -9.570 -7.089
H 35.493 -8.554 -6.932
O 29.471 -7.355 -9.217
H 30.150 -7.255 -9.884
H 29.794 -6.853 -8.469
O 27.836 -5.859 -5.036
H 27.647 -6.787 -4.900
H 28.639 -5.851 -5.557
O 30.898 -8.858 -11.539
H 30.040 -9.280 -11.588
H 31.136 -8.689 -12.450
O 27.072 -10.704 -2.070
H 27.049 -11.657 -1.981
H 27.624 -10.409 -1.346
O 27.986 -9.717 -9.959
H 28.333 -8.835 -10.092
H 28.149 -9.902 -9.034
O 26.720 -14.851 -10.090
H 26.851 -15.420 -9.331
H 27.167 -14.037 -9.859
O 26.726 -13.397 -2.048
H 26.311 -13.325 -2.908
H 27.611 -13.710 -2.234
O 28.898 -13.146 -9.395
H 28.576 -12.986 -8.508
H 29.032 -12.272 -9.763
```

These are the Mulliken partial charges, in e, on atoms 1 to 8: atom 1 (Fe): 2.0097, atom 2 (C): -0.8358, atom 3 (C): 0.3811, atom 4 (O): -0.7874, atom 5 (O): -0.3004, atom 6 (H): 0.2783, atom 7 (H): 0.2791, atom 8 (H): 0.2234